C16H25F4InN2OS3 | wB97M-V/def2-TZVPD

Geometry as XYZ:
```
52
Properties=species:S:1:pos:R:3:nbo_charge:R:1
In 0.92 1.00 -1.23 0.761
C -3.24 1.34 -2.45 -0.461
N -3.51 1.40 -1.04 0.007
C -3.49 2.66 -0.35 -0.457
C -3.78 0.19 -0.34 -0.254
C -2.48 -0.41 0.33 -0.256
N -1.55 -0.76 -0.70 -0.421
C -1.14 -2.00 -0.94 0.029
C -0.43 -2.20 -2.17 0.354
F -0.27 -1.15 -2.98 -0.295
C 0.08 -3.42 -2.54 0.331
F 0.73 -3.52 -3.69 -0.275
C -0.09 -4.53 -1.72 -0.220
C -0.77 -4.37 -0.51 0.327
F -0.91 -5.41 0.30 -0.265
C -1.28 -3.16 -0.12 0.370
F -1.87 -3.08 1.07 -0.290
H -4.17 1.16 -2.99 0.272
H -2.58 0.50 -2.64 0.267
H -2.80 2.27 -2.80 0.246
H -4.34 3.27 -0.69 0.275
H -2.58 3.21 -0.60 0.252
H -3.55 2.52 0.73 0.245
H -4.19 -0.55 -1.03 0.246
H -4.49 0.38 0.47 0.260
H -2.83 -1.21 0.97 0.241
H -2.06 0.39 0.94 0.229
H 0.30 -5.49 -2.00 0.281
C 2.48 3.29 1.96 -0.539
C 1.16 2.86 2.62 -0.526
S 0.16 1.64 1.72 0.124
C 0.44 0.07 2.59 -0.529
C 1.79 -0.59 2.38 -0.553
S 2.19 -0.87 0.63 0.133
C 3.88 -0.19 0.52 -0.522
C 4.02 1.33 0.50 -0.535
S 3.88 2.14 2.13 0.226
H 2.81 4.20 2.46 0.258
H 2.33 3.54 0.91 0.223
H 0.51 3.73 2.72 0.246
H 1.34 2.47 3.63 0.246
H -0.35 -0.59 2.23 0.223
H 0.26 0.25 3.65 0.256
H 1.77 -1.56 2.87 0.250
H 2.59 0.01 2.81 0.263
H 4.29 -0.59 -0.41 0.234
H 4.46 -0.63 1.33 0.253
H 3.31 1.80 -0.17 0.195
H 5.02 1.58 0.13 0.253
O 2.47 -0.81 -2.54 -0.985
H 3.34 -1.23 -2.48 0.502
H 2.22 -0.91 -3.47 0.505
```

Results
energy above the lowest of the compared OMol25 structures with the same formula, charge and spin = 29.5 kcal/mol
LUMO energy (spin up / spin down) = -8.77 / -8.02 eV
HOMO level (spin up / spin down) = -13.8 / -13.8 eV
F_max = 0.26 eV/Å
net charge = +2
E_tot = -2592.94664 Eh

C35H28Cl3N2P2S5SbSiTc | wB97M-V/def2-TZVPD

Geometry as XYZ:
```
78
Properties=species:S:1:pos:R:3:lowdin_charge:R:1
Tc 2.23 -1.60 -0.14 0.097
C -0.25 1.01 1.64 -0.301
C -0.23 -0.50 1.99 -0.363
P -1.95 -1.21 1.80 1.060
C -2.50 -1.08 3.57 -0.353
C -2.47 -2.09 4.53 -0.078
C -2.93 -1.85 5.82 -0.090
C -3.43 -0.60 6.17 -0.103
C -3.50 0.40 5.22 -0.096
C -3.05 0.16 3.93 -0.120
C -1.63 -3.00 1.59 -0.433
C -0.59 -3.67 2.22 -0.148
C -0.44 -5.04 2.03 -0.106
C -1.29 -5.73 1.18 -0.085
C -2.31 -5.06 0.53 -0.096
C -2.49 -3.70 0.75 -0.129
C -0.11 1.39 0.15 -0.383
P -1.20 0.57 -1.12 1.052
C -0.29 1.13 -2.64 -0.430
C -0.58 0.42 -3.80 -0.126
C 0.06 0.71 -5.00 -0.088
C 1.01 1.73 -5.05 -0.093
C 1.31 2.43 -3.89 -0.116
C 0.67 2.13 -2.70 -0.143
C -2.60 1.78 -1.13 -0.358
C -3.78 1.46 -0.45 -0.117
C -4.83 2.37 -0.36 -0.097
C -4.73 3.62 -0.96 -0.104
C -3.58 3.94 -1.67 -0.093
C -2.53 3.03 -1.75 -0.090
H 0.59 1.48 2.15 0.096
H -1.17 1.45 2.04 0.081
H 0.12 -0.65 3.01 0.063
H 0.48 -1.03 1.34 0.001
H -2.10 -3.07 4.28 0.093
H -2.88 -2.64 6.56 0.100
H -3.78 -0.42 7.18 0.096
H -3.93 1.36 5.47 0.098
H -3.13 0.94 3.18 0.086
H 0.11 -3.14 2.85 0.059
H 0.36 -5.56 2.55 0.076
H -1.13 -6.78 1.00 0.103
H -2.97 -5.59 -0.14 0.099
H -3.29 -3.17 0.24 0.093
H 0.91 1.13 -0.15 -0.009
H -0.24 2.47 0.05 0.082
H -1.30 -0.39 -3.76 0.100
H -0.18 0.15 -5.89 0.103
H 1.51 1.96 -5.98 0.105
H 2.06 3.22 -3.92 0.106
H 0.94 2.70 -1.81 0.106
H -3.88 0.49 0.01 0.066
H -5.72 2.10 0.19 0.099
H -5.53 4.33 -0.88 0.096
H -3.49 4.90 -2.15 0.099
H -1.65 3.30 -2.31 0.092
S 3.24 0.42 0.62 0.592
C 3.85 1.30 -0.75 -0.639
C 4.64 2.44 -0.50 -0.047
C 5.15 3.21 -1.53 -0.177
C 5.94 4.37 -1.23 -0.171
N 6.55 5.30 -0.98 0.170
C 4.89 2.86 -2.87 -0.186
C 4.11 1.74 -3.13 -0.069
C 3.60 0.97 -2.09 -0.580
S 2.56 -0.39 -2.53 0.465
C 5.40 3.64 -3.96 -0.181
N 5.79 4.24 -4.85 0.166
H 4.85 2.70 0.52 0.117
H 3.90 1.46 -4.15 0.121
S 2.52 -5.68 -2.97 -0.298
Sb 1.73 -3.59 -3.19 0.331
S 0.74 -3.10 -0.96 -0.076
S 3.68 -2.01 -1.91 0.083
Cl 5.27 -2.56 1.74 0.132
Si 3.19 -2.85 1.68 -0.769
Cl 2.63 -2.24 3.63 0.156
Cl 3.08 -4.91 1.79 0.200
```

Results
energy above the lowest of the compared OMol25 structures with the same formula, charge and spin = 52.0 kcal/mol
LUMO energy (spin up / spin down) = 0.83 / 0.83 eV
HOMO level (spin up / spin down) = -5.1 / -5.1 eV
F_max = 0.72 eV/Å
net charge = -1
E_tot = -6125.14872 Eh

C7H10FGaNO | wB97M-V/def2-TZVPD

Geometry as XYZ:
```
21
Properties=species:S:1:pos:R:3:nbo_charge:R:1
O -0.20 -0.79 -1.61 -0.639
C -0.69 -0.22 -2.53 0.869
F -0.17 -0.53 -3.79 -0.401
C -1.80 0.70 -2.65 -0.941
Ga -3.57 -0.32 -3.10 0.603
H -1.64 1.39 -3.47 0.232
H -1.95 1.21 -1.70 0.231
H -4.27 -0.70 -1.71 -0.314
H -3.18 -1.60 -3.98 -0.310
H -4.46 0.74 -3.93 -0.325
N 0.40 -0.07 2.44 -0.409
C 0.98 0.14 3.62 0.027
C 2.35 0.22 3.81 -0.277
C 3.17 0.07 2.70 -0.183
C 2.58 -0.15 1.47 -0.261
C 1.20 -0.21 1.38 0.037
H 0.31 0.25 4.47 0.182
H 2.76 0.40 4.79 0.207
H 4.25 0.13 2.80 0.206
H 3.18 -0.27 0.57 0.218
H 0.73 -0.38 0.42 0.247
```

Results
LUMO energy = 2.83 eV
HOMO level = -5.3 eV
F_max = 0.78 eV/Å
net charge = -1
E_tot = -2427.40029 Eh